Below is 6 unconnected molecules or ions with the total composition C20H42NO16, with properties calculated with the ωB97M-V functional and the def2-TZVPD basis.

Atoms and positions in Å:
C (-2.3659, 1.2373, -1.0555)
C (-2.5044, -0.2820, -0.8654)
C (-1.8527, -0.8434, 0.4320)
N (-0.4484, -1.0271, 0.5014)
O (0.0938, 0.3893, 0.5934)
C (1.3655, 0.3702, 0.0406)
C (1.3520, 0.2626, -1.4886)
H (-3.2491, 1.7598, -0.6731)
H (-2.2499, 1.5373, -2.1014)
H (-1.4933, 1.5912, -0.5066)
H (-3.5727, -0.5450, -0.8380)
H (-2.0696, -0.8162, -1.7158)
H (-2.2593, -1.8566, 0.5774)
H (-2.2753, -0.2200, 1.2720)
H (1.9740, -0.4491, 0.4572)
H (1.8413, 1.3166, 0.3452)
H (2.2717, -0.1829, -1.8831)
H (1.2218, 1.2384, -1.9685)
H (0.5152, -0.3883, -1.7437)
C (6.2629, -3.0855, -3.7910)
O (5.9079, -1.9260, -3.0347)
C (5.9911, -2.0906, -1.7096)
O (6.3553, -3.0973, -1.1571)
O (5.5737, -0.9771, -1.1238)
C (5.5755, -1.0145, 0.3128)
H (6.1421, -2.7977, -4.8309)
H (7.2923, -3.3769, -3.5865)
H (5.6051, -3.9173, -3.5440)
H (6.5874, -1.1702, 0.6812)
H (4.9151, -1.7975, 0.6784)
H (5.2018, -0.0425, 0.6196)
C (-1.5590, 6.0509, -3.3128)
O (-1.6371, 5.5836, -1.9664)
C (-0.4922, 5.0610, -1.5028)
O (0.5369, 4.9985, -2.1278)
O (-0.7051, 4.6051, -0.2807)
C (0.4171, 3.9278, 0.3152)
H (-2.5488, 6.4347, -3.5420)
H (-0.8091, 6.8358, -3.4059)
H (-1.2983, 5.2352, -3.9857)
H (1.2613, 4.6109, 0.3995)
H (0.6977, 3.0618, -0.2785)
H (0.0710, 3.6035, 1.2907)
C (7.2642, 2.0847, -1.3838)
O (7.6892, 3.0291, -0.3842)
C (8.1793, 2.4765, 0.7198)
O (8.3286, 1.2967, 0.9131)
O (8.4816, 3.4472, 1.5851)
C (9.0032, 2.9761, 2.8324)
H (6.8914, 2.6890, -2.2038)
H (8.1036, 1.4691, -1.7018)
H (6.4786, 1.4409, -0.9949)
H (9.9210, 2.4122, 2.6738)
H (8.2769, 2.3364, 3.3307)
H (9.1949, 3.8697, 3.4181)
C (-8.4776, -1.3397, 1.1603)
O (-7.3516, -0.5199, 0.8344)
C (-6.6413, -0.1129, 1.8904)
O (-6.9178, -0.3550, 3.0423)
O (-5.6003, 0.5779, 1.4639)
C (-4.7473, 1.0880, 2.5033)
H (-8.9442, -1.5737, 0.2082)
H (-8.1556, -2.2524, 1.6607)
H (-9.1681, -0.8022, 1.8087)
H (-4.3525, 0.2713, 3.1032)
H (-5.3106, 1.7726, 3.1359)
H (-3.9370, 1.5890, 1.9845)
C (-5.3184, -3.3904, 2.4181)
O (-6.2995, -4.4021, 2.1125)
C (-5.8199, -5.4919, 1.5275)
O (-4.6672, -5.7264, 1.2805)
O (-6.8507, -6.3002, 1.2354)
C (-6.4654, -7.5118, 0.5811)
H (-5.8820, -2.6105, 2.9200)
H (-4.5400, -3.7900, 3.0645)
H (-4.8592, -3.0173, 1.5035)
H (-5.7914, -8.0901, 1.2114)
H (-5.9632, -7.2949, -0.3604)
H (-7.3911, -8.0527, 0.4088)

Cartesian forces (eV/Å) of the 3 atoms listed first:
-0.029 0.015 0.167
-0.020 -0.063 -0.002
-0.113 0.070 0.051

Results
Charge ... -1
Highest occupied orbital energy ... -1.56 eV
E_tot ... -55669.165 eV



Below is a molecular structure, C22H17N7O4RhS, with properties calculated with the ωB97M-V functional and the def2-TZVPD basis.

Atoms and positions in Å:
Rh (-0.4280, -0.3490, 0.0573)
O (3.3350, 0.4621, -1.2689)
C (2.1788, 0.1987, -1.0845)
N (1.5100, 0.0579, 0.1178)
C (2.0818, 0.2101, 1.3681)
O (3.2178, 0.4816, 1.6428)
C (1.0504, -0.0309, 2.4666)
C (1.4143, 0.0186, 3.7938)
C (0.4461, -0.2179, 4.7599)
C (-0.8525, -0.4949, 4.3628)
C (-1.1517, -0.5277, 3.0124)
N (-0.2135, -0.3023, 2.0904)
C (1.2306, -0.0356, -2.2516)
C (1.6997, 0.0189, -3.5446)
C (0.8109, -0.1999, -4.5879)
C (-0.5168, -0.4618, -4.2970)
C (-0.9244, -0.5029, -2.9746)
N (-0.0629, -0.2993, -1.9747)
H (2.4456, 0.2386, 4.0326)
H (0.7026, -0.1859, 5.8101)
H (-1.6343, -0.6835, 5.0844)
H (-2.1463, -0.7388, 2.6436)
H (2.7492, 0.2284, -3.6974)
H (1.1521, -0.1661, -5.6138)
H (-1.2416, -0.6416, -5.0777)
H (-1.9466, -0.7309, -2.7065)
N (-6.2503, -4.8853, 3.4330)
C (-5.4016, -4.3101, 2.5397)
C (-5.8932, -3.7390, 1.3541)
C (-5.0374, -3.1467, 0.4549)
C (-3.6715, -3.1056, 0.7283)
C (-3.1636, -3.6762, 1.8954)
C (-4.0195, -4.2685, 2.7941)
S (-2.6024, -2.3415, -0.3892)
O (-3.1924, -2.3303, -1.6970)
O (-1.2570, -2.8508, -0.1896)
N (-2.4134, -0.7935, 0.1509)
C (-2.7783, 0.4615, -0.2140)
N (-3.9559, 0.9462, -0.5375)
C (-3.9846, 2.2598, -0.7678)
C (-2.8736, 3.0921, -0.6937)
C (-1.6586, 2.5098, -0.3792)
N (-1.6367, 1.2087, -0.1328)
H (-7.2128, -5.0325, 3.1910)
H (-5.8895, -5.4126, 4.2064)
H (-6.9547, -3.7774, 1.1448)
H (-5.4147, -2.7180, -0.4634)
H (-2.0961, -3.6746, 2.0751)
H (-3.6293, -4.7266, 3.6944)
H (-4.9536, 2.6694, -1.0283)
H (-2.9511, 4.1510, -0.8855)
H (-0.7231, 3.0501, -0.3232)

Cartesian forces (eV/Å) of the 3 atoms listed first:
0.457 0.206 0.194
0.029 -0.002 0.008
-0.084 -0.013 -0.040

Results
ΔE to the lowest compared entry with this formula, charge and spin ... 0.000 eV
Charge ... +1
Highest occupied orbital energy ... -10.87 eV
E_tot ... -55549.405 eV



Below is a molecular structure, C32H35BrIrN6O3SSb, with properties calculated with the ωB97M-V functional and the def2-TZVPD basis.

Atoms and positions in Å:
Ir (-0.4014, -0.6938, -1.0611)
N (-1.3797, -4.6081, -4.4598)
N (-1.3983, -3.3376, -3.9652)
N (-1.6771, -2.3054, -4.7313)
C (-1.5058, -1.2950, -3.9006)
N (-1.1598, -1.7363, -2.6840)
N (-1.0680, -3.0624, -2.7476)
H (-1.9513, -4.6633, -5.2939)
H (-1.5814, -5.2851, -3.7366)
H (-1.6652, -0.2637, -4.1675)
C (-1.7248, -2.2276, 0.7112)
C (-2.2308, -1.6299, 1.9987)
C (-3.1005, -2.3525, 2.8075)
C (-3.6269, -1.7751, 3.9552)
C (-3.3074, -0.4659, 4.2966)
C (-2.4253, 0.2551, 3.5057)
C (-1.8695, -0.3381, 2.3775)
Sb (-0.4041, 0.6883, 1.2742)
C (1.0980, 0.8064, 2.8503)
C (0.9129, 1.7564, 3.8214)
C (1.7828, 1.8731, 4.9513)
C (2.8703, 1.0045, 5.1215)
C (3.0643, 0.0402, 4.1789)
C (2.1900, -0.0871, 3.0351)
C (2.4733, -1.2116, 2.1173)
C (-1.0323, 2.6976, 1.2202)
C (-0.1242, 3.7062, 1.5431)
C (-0.5134, 5.0345, 1.5070)
C (-1.8118, 5.3492, 1.1338)
C (-2.7012, 4.3430, 0.7842)
C (-2.3362, 2.9997, 0.8078)
C (-3.3484, 1.9533, 0.4204)
H (-2.3992, -2.9689, 0.2853)
H (-0.7162, -2.6340, 0.7333)
H (-1.8207, -1.3862, -0.0726)
H (-3.3909, -3.3593, 2.5311)
H (-4.3125, -2.3417, 4.5709)
H (-3.7505, -0.0090, 5.1714)
H (-2.1787, 1.2772, 3.7754)
H (0.0864, 2.4545, 3.7689)
H (1.5907, 2.6513, 5.6808)
H (3.5211, 1.0999, 5.9798)
H (3.8815, -0.6660, 4.2700)
H (3.5427, -1.2379, 1.8837)
H (1.8887, -1.1948, 1.2021)
H (2.2710, -2.1508, 2.6518)
H (0.9042, 3.4738, 1.7954)
H (0.1918, 5.8152, 1.7585)
H (-2.1322, 6.3824, 1.1028)
H (-3.7083, 4.6044, 0.4828)
H (-4.2025, 2.4135, -0.0724)
H (-3.7252, 1.4114, 1.2894)
H (-2.9326, 1.2236, -0.2788)
Br (-1.4599, 5.6791, -5.1467)
C (-0.2244, 4.4289, -4.4922)
C (1.1230, 4.5233, -4.8415)
N (2.0669, 3.6839, -4.4174)
C (1.6732, 2.6815, -3.6443)
C (0.3501, 2.4841, -3.2654)
C (-0.6324, 3.3905, -3.6825)
C (-0.0141, 1.3540, -2.4407)
O (-0.9634, 1.3323, -1.5952)
O (0.6198, 0.2215, -2.5076)
H (1.4488, 5.3169, -5.5054)
H (2.4508, 2.0140, -3.2859)
H (-1.6644, 3.2859, -3.3742)
O (0.9630, -2.1745, -0.6611)
S (1.8801, -2.5571, -1.8897)
C (3.5700, -2.3071, -1.2900)
C (3.9909, -3.6156, -0.6301)
C (3.4464, -4.7095, -1.5423)
C (1.9750, -4.3707, -1.7747)
H (3.5456, -1.4213, -0.6568)
H (4.1633, -2.0823, -2.1793)
H (3.5452, -3.6960, 0.3646)
H (5.0728, -3.6668, -0.5206)
H (3.5433, -5.7066, -1.1159)
H (3.9854, -4.7065, -2.4918)
H (1.3468, -4.6123, -0.9159)
H (1.5432, -4.7973, -2.6777)

Cartesian forces (eV/Å) of the 3 atoms listed first:
-0.533 0.665 0.692
0.365 0.079 0.014
-0.153 0.070 -0.026

Results
ΔE to the lowest compared entry with this formula, charge and spin ... 0.000 eV
⟨S²⟩ ... 0.7676
Spin multiplicity ... 2
Charge ... +3
Highest occupied orbital energy (spin up / spin down) ... -15.57 / -15.57 eV
E_tot ... -139059.675 eV



Below is 2 unconnected molecules or ions with the total composition C5H11NO, with properties calculated with the ωB97M-V functional and the def2-TZVPD basis.

Atoms and positions in Å:
C (0.4385, 1.3192, 0.7701)
C (1.2030, 0.3407, 0.2755)
N (0.7244, -0.9467, -0.0611)
C (0.1756, -1.7310, 0.9741)
C (-1.1806, -1.3262, 1.4747)
O (0.8061, -2.6607, 1.4122)
H (-0.5583, 1.1767, 1.1422)
H (0.8436, 2.3141, 0.8407)
H (2.1332, 0.5861, -0.2115)
H (1.4665, -1.4843, -0.5041)
H (-1.0732, -0.6467, 2.3186)
H (-1.7587, -0.8523, 0.6869)
H (-1.6934, -2.2156, 1.8333)
C (-0.3184, 1.2308, -2.1789)
H (-0.4900, 0.2476, -1.6497)
H (-0.9346, 1.3139, -3.0686)
H (0.7213, 1.2239, -2.4771)
H (-0.5050, 2.1106, -1.5771)

Cartesian forces (eV/Å) of the 3 atoms listed first:
0.932 -0.312 0.412
-1.505 1.017 -0.814
0.941 -0.421 -0.006

Results
ΔE to the lowest compared entry with this formula, charge and spin ... 1.702 eV
Highest occupied orbital energy ... -8.89 eV
E_tot ... -8899.996 eV



Below is a molecular structure, C16H9Cl2CoN2O5, with properties calculated with the ωB97M-V functional and the def2-TZVPD basis.

Atoms and positions in Å:
Co (-0.8866, -1.1825, -1.7780)
O (0.7989, 1.9142, 0.7065)
C (0.3076, 0.8731, -0.0417)
O (1.0759, -0.4313, -1.6583)
C (-1.0899, 0.6264, 0.4212)
C (-1.7503, 1.3879, 1.3869)
C (-3.0625, 1.0751, 1.6944)
C (-3.7119, 0.0290, 1.0385)
C (-2.9952, -0.6648, 0.0865)
N (-1.7284, -0.3569, -0.1803)
C (-3.4397, -1.7789, -0.8075)
O (-4.6030, -2.3478, -0.6589)
O (-2.6862, -2.1705, -1.6935)
H (1.5067, 2.3817, 0.2475)
H (-1.2326, 2.2053, 1.8654)
H (-3.5926, 1.6512, 2.4403)
H (-4.7418, -0.2071, 1.2733)
H (-5.1198, -1.9941, 0.0761)
Cl (1.1011, 3.0861, -3.1993)
C (1.5140, 1.8875, -2.0735)
C (2.7621, 1.7998, -1.5701)
C (3.3076, 0.8860, -0.5656)
Cl (4.9510, 1.2351, -0.1785)
C (2.6824, -0.1212, 0.1049)
C (3.2819, -0.9319, 1.1246)
C (2.6174, -1.9864, 1.6370)
C (1.3395, -2.3655, 1.0859)
N (0.7084, -1.6819, 0.2008)
C (1.2544, -0.4371, -0.2334)
C (0.4159, 0.9119, -1.6837)
O (-0.6846, 0.7854, -2.3648)
H (3.4710, 2.5303, -1.9398)
H (4.2860, -0.6967, 1.4496)
H (3.0661, -2.6131, 2.3939)
H (0.8770, -3.2985, 1.3937)

Cartesian forces (eV/Å) of the 3 atoms listed first:
0.468 0.102 -0.191
0.022 0.116 0.209
0.332 -0.442 -0.552

Results
ΔE to the lowest compared entry with this formula, charge and spin ... 3.922 eV
⟨S²⟩ ... 3.7569
Spin multiplicity ... 4
Charge ... +1
Highest occupied orbital energy (spin up / spin down) ... -11.29 / -11.28 eV
E_tot ... -92620.148 eV



- Which value of E_tot does entry 2 give?
  -55549.405 eV



- E_tot of number 5 (C16H9Cl2CoN2O5)?
  -92620.148 eV